Model P:
The following is a quantum chemistry calculation of one molecule with the formula C2H4N2O2, from OMol25.

Cartesian coordinates (Å):
C (0.939, -0.098, -0.125)
C (-1.255, -0.621, 0.054)
H (2.575, 0.561, -0.167)
H (0.011, 1.595, 0.810)
H (-1.497, -0.514, 1.069)
H (-1.944, -1.181, -0.617)
N (2.139, -0.286, -0.249)
N (0.109, 1.179, -0.086)
O (-1.210, 0.452, -0.537)
O (0.133, -1.085, -0.152)

Summary:
E_HOMO   -10.2 eV

These are the Mulliken partial charges, in e, on atoms 1 to 8: C 0.5875; C -0.0874; H 0.2621; H 0.2585; H 0.2847; H 0.2226; N -0.6030; N -0.2443

***

Model Q:
The following is a quantum chemistry calculation of one molecule with the formula C2H4N2O2, from OMol25.

Cartesian coordinates (Å):
C (-0.467, 0.568, -0.139)
C (1.868, 0.078, 0.094)
H (-3.059, -0.908, -0.050)
H (-0.021, 1.603, 0.005)
H (0.260, -1.320, -0.264)
H (1.818, 1.287, 0.462)
N (-1.772, 0.452, -0.019)
N (0.536, -0.359, -0.244)
O (-2.073, -0.873, 0.135)
O (2.910, -0.527, 0.020)

Summary:
E_HOMO   -9.2 eV

These are the Mulliken partial charges, in e, on atoms 1 to 8: C 0.2290; C 0.2080; H 0.3616; H 0.1809; H 0.2913; H 0.1117; N -0.4303; N -0.1021

***

Model R:
The following is a quantum chemistry calculation of C2H4N2O2 as an isolated structure, from OMol25.

Cartesian coordinates (Å):
N (1.870, 0.008, 0.021)
C (0.642, -0.310, 0.503)
O (0.445, -0.935, 1.529)
N (-0.399, 0.150, -0.320)
C (-1.675, -0.023, -0.056)
O (-2.344, 0.540, -0.977)
H (2.669, -0.230, 0.585)
H (1.980, 0.607, -0.779)
H (-1.084, 0.745, -1.298)
H (-2.105, -0.552, 0.792)

Summary:
E_HOMO   -10.2 eV

These are the Mulliken partial charges, in e, on atoms 1 to 8: N -0.3444; C 0.5414; O -0.6028; N -0.3930; C -0.0318; O -0.5898; H 0.2378; H 0.2125

***

The relative energies come out as model P 0.1166; model Q 0.0502; model R 0.0000, with values in hartree.